(1)
Density functional theory data (ωB97M-V with the def2-TZVPD basis set) for the molecule C7H14S2 at a distorted geometry.

Each line ends with the Mulliken charge.
CARTESIAN COORDINATES (ANGSTROEM)
C 2.520 -1.024 0.160  -0.277
C -0.606 0.400 0.653  -0.227
C 2.877 -0.336 -1.140  -0.743
C -1.579 -1.017 -1.286  -1.293
C -2.766 -0.892 0.942  -1.391
C 1.082 2.577 1.100  -0.744
C -1.902 -0.112 -0.102  0.309
S 0.866 -1.052 0.600  -0.087
S -0.289 1.941 0.019  0.022
H 3.162 -1.370 0.953  0.390
H 2.090 0.400 -1.135  0.144
H 2.596 -1.106 -2.018  0.231
H 3.863 0.051 -1.209  0.330
H -2.414 -1.125 -1.951  0.438
H -1.389 -2.029 -0.846  0.318
H -0.524 -0.742 -1.656  0.202
H -3.698 -1.420 0.435  0.318
H -3.139 -0.141 1.643  0.392
H -2.317 -1.649 1.478  0.343
H 0.887 2.315 2.137  0.310
H 1.175 3.656 0.793  0.309
H 1.965 2.004 0.940  0.208
H -2.462 0.673 -0.509  0.500

Energy above the lowest of the compared OMol25 structures with the same formula, charge and spin (kcal per mole): 114.8
Charge: 0
E_HOMO (alpha / beta) (eV): -7.5 / -7.4
HOMO-LUMO gap (alpha / beta) (eV): 7.21 / 6.89


(2)
Density functional theory data (ωB97M-V with the def2-TZVPD basis set) for a cluster of 2 separate species, C7H14S4 in total at a distorted geometry.

Each line ends with the Mulliken charge.
CARTESIAN COORDINATES (ANGSTROEM)
C 2.568 -0.308 -1.108  -1.056
C 2.006 0.496 0.007  -0.261
C 1.003 1.429 -0.545  -0.638
C -0.006 1.999 0.120  0.177
S -0.413 1.315 1.741  -0.174
S -0.900 3.427 -0.512  -0.173
H 3.612 -0.602 -0.821  0.312
H 2.497 0.345 -2.037  0.221
H 2.267 -1.327 -1.306  0.265
H 1.675 0.028 0.840  0.452
H 2.838 1.149 0.500  0.232
H 1.324 1.872 -1.447  0.395
H -0.035 2.326 2.349  0.115
H -1.646 3.637 0.570  0.119
C -0.637 -2.696 0.670  -0.789
C -1.799 -1.733 0.858  -0.186
C -2.188 -0.941 -0.204  0.097
S -1.650 -1.520 -1.894  -0.256
S -3.237 0.459 -0.214  -0.118
H -0.894 -3.724 0.437  0.326
H -0.015 -2.350 -0.144  0.115
H -0.060 -2.596 1.609  0.271
H -1.986 -1.302 1.919  0.299
H -1.421 -0.250 -2.413  0.148
H -2.904 0.867 1.028  0.108

Energy above the lowest of the compared OMol25 structures with the same formula, charge and spin (kcal per mole): 0.0
Charge: 0
E_HOMO (eV): -8.2
HOMO-LUMO gap (eV): 8.61
SMILES string: CCC=C(S)S.CC=C(S)S


(3)
Density functional theory data (ωB97M-V with the def2-TZVPD basis set) for the molecule C7H15B at a distorted geometry.

Each line ends with the Mulliken charge.
CARTESIAN COORDINATES (ANGSTROEM)
B 1.269 -0.117 0.066  0.387
C -0.310 0.454 -0.058  0.478
C -1.340 -0.304 0.357  0.697
C -0.501 1.713 -0.793  -1.502
C 1.989 0.043 -1.335  -1.118
C 2.610 -0.449 1.095  -1.199
C -1.286 -1.648 0.923  -1.403
C -2.784 0.155 0.132  -1.377
H -0.829 1.572 -1.854  0.333
H 0.392 2.373 -0.965  0.304
H -1.384 2.236 -0.331  0.435
H 2.913 -0.498 -1.351  0.374
H 2.409 1.125 -1.329  0.282
H 1.364 -0.041 -2.176  0.316
H 3.134 -1.260 0.762  0.393
H 2.413 -0.526 2.156  0.321
H 3.103 0.551 1.065  0.310
H -1.957 -1.855 1.740  0.444
H -1.572 -2.429 0.228  0.344
H -0.258 -1.832 1.337  0.247
H -3.167 -0.414 -0.668  0.334
H -2.780 1.246 -0.027  0.232
H -3.429 -0.095 1.027  0.367

Energy above the lowest of the compared OMol25 structures with the same formula, charge and spin (kcal per mole): 0.0
Charge: 0
E_HOMO (alpha / beta) (eV): -4.8 / -9.8
Expectation value of S²: 2.01
Spin multiplicity: 3
HOMO-LUMO gap (alpha / beta) (eV): 5.47 / 7.82


(4)
Density functional theory data (ωB97M-V with the def2-TZVPD basis set) for the ion C7H15BNO2 with charge +1 at a distorted geometry.

Each line ends with the Mulliken charge.
CARTESIAN COORDINATES (ANGSTROEM)
C -0.769 -2.671 -1.973  -0.556
C 0.545 -2.343 -1.333  -0.540
C 0.503 -1.674 0.163  -0.570
C 0.439 -0.036 0.192  0.362
B -0.366 0.242 1.619  0.147
C -1.987 0.508 1.760  -0.767
O 0.486 0.270 2.859  -0.536
N -0.031 0.666 -1.063  -0.084
C 0.258 2.164 -0.829  -0.456
C 1.744 1.997 -0.087  -0.390
O 1.732 0.627 0.456  -0.406
H -1.336 -1.766 -2.497  0.185
H -1.284 -3.745 -1.926  0.278
H 1.599 -2.586 -1.839  0.351
H 1.400 -2.066 0.839  0.420
H -0.486 -2.074 0.689  0.346
H -2.151 1.652 1.945  0.290
H -2.379 -0.156 2.662  0.254
H -2.502 0.086 0.796  0.275
H 0.707 -0.692 3.083  0.334
H 0.680 0.458 -1.827  0.444
H -1.012 0.463 -1.423  0.396
H -0.555 2.687 -0.139  0.241
H 0.335 2.849 -1.803  0.344
H 1.920 2.907 0.646  0.302
H 2.509 2.230 -0.968  0.336

Energy above the lowest of the compared OMol25 structures with the same formula, charge and spin (kcal per mole): 112.9
Charge: +1
E_HOMO (eV): -11.4
HOMO-LUMO gap (eV): 6.74
SMILES string: C=CC[C@]1(B(C)O)[NH2+]CCO1


(5)
Density functional theory data (ωB97M-V with the def2-TZVPD basis set) for the molecule C7H15BOS at a distorted geometry.

Each line ends with the Mulliken charge.
CARTESIAN COORDINATES (ANGSTROEM)
B 2.084 -0.140 0.117  -0.067
C 1.056 -1.387 0.079  -1.012
C -0.296 -0.581 0.045  2.817
C 0.012 0.885 -0.018  0.724
C -0.829 -1.100 -1.317  -2.636
C -1.320 -0.897 1.123  -2.016
C -0.428 1.712 1.290  -1.754
C -0.513 1.688 -1.243  -1.507
O 1.449 1.023 -0.115  -0.449
S 3.835 -0.075 0.270  0.299
H 1.016 -2.093 -0.831  0.308
H 1.252 -1.973 0.972  0.247
H -1.829 -0.674 -1.483  0.484
H -1.088 -2.171 -1.331  0.509
H -0.209 -0.945 -2.200  0.527
H -2.298 -0.740 0.736  0.455
H -1.338 -0.482 2.138  0.363
H -1.342 -1.951 1.280  0.518
H -0.183 2.755 1.232  0.443
H 0.197 1.227 2.086  0.347
H -1.504 1.658 1.365  0.407
H 0.065 2.648 -1.174  0.426
H -1.612 1.933 -1.080  0.288
H -0.433 1.085 -2.127  0.378
H 4.256 -1.407 0.187  -0.098

Charge: 0
E_HOMO (alpha / beta) (eV): -4.0 / -10.6
Expectation value of S²: 2.01
Spin multiplicity: 3
HOMO-LUMO gap (alpha / beta) (eV): 4.61 / 6.81


(6)
Density functional theory data (ωB97M-V with the def2-TZVPD basis set) for a structure of composition C7H15BaN2Se at a distorted geometry.

Each line ends with the Mulliken charge.
CARTESIAN COORDINATES (ANGSTROEM)
C 3.729 -0.307 0.914  -0.427
Ba 1.439 0.179 -0.219  -1.200
N -0.543 1.009 -2.042  0.017
N 2.575 2.559 -1.148  -0.545
H -1.320 1.452 -1.545  0.198
H 3.379 -0.616 -0.190  0.178
H 3.871 -1.231 1.487  0.264
H 3.103 0.386 1.518  0.079
H 4.715 0.161 0.785  0.221
H 2.008 3.404 -1.026  0.214
H 2.771 2.497 -2.152  0.171
H 3.475 2.749 -0.698  0.256
H -0.226 1.670 -2.755  0.109
H -0.953 0.213 -2.540  0.124
Se 0.106 -0.001 2.554  -0.164
C -1.285 -0.685 1.501  -1.015
C -1.462 -2.083 1.340  -0.239
C -2.551 -2.586 0.633  -0.436
C -3.475 -1.714 0.033  -0.320
C -3.284 -0.329 0.141  -0.373
C -2.208 0.184 0.859  0.017
H -0.743 -2.755 1.818  0.410
H -2.692 -3.665 0.555  0.330
H -4.340 -2.112 -0.501  0.362
H -4.001 0.357 -0.320  0.346
H -2.086 1.265 0.999  0.423

Energy above the lowest of the compared OMol25 structures with the same formula, charge and spin (kcal per mole): 0.0
Charge: -1
E_HOMO (eV): -0.4
HOMO-LUMO gap (eV): 2.77


(7)
Density functional theory data (ωB97M-V with the def2-TZVPD basis set) for a cluster of 4 separate species, C7H15Br6NO2 in total at a distorted geometry.

Each line ends with the Mulliken charge.
CARTESIAN COORDINATES (ANGSTROEM)
C 2.166 0.542 -2.374  -0.684
N 1.943 -0.930 -2.111  0.803
O 1.545 -1.614 -3.029  -0.470
O 2.359 -1.385 -1.020  -0.496
H 1.528 0.888 -3.187  0.312
H 3.228 0.643 -2.596  0.297
H 1.978 1.056 -1.431  0.237
Br -1.509 -0.773 -1.593  -0.196
C -1.741 -1.257 0.304  -0.391
C -0.467 -1.179 1.038  -0.446
Br -0.881 -1.263 2.999  -0.163
H -1.975 -2.319 0.387  0.376
H -2.577 -0.672 0.687  0.317
H 0.159 -0.312 0.826  0.133
H 0.113 -2.065 0.780  0.378
Br 5.752 -1.817 3.018  -0.166
C 4.431 -0.369 3.152  -0.648
C 3.409 -0.492 2.089  -0.585
Br 2.208 1.131 2.127  -0.204
H 4.872 0.625 3.224  0.406
H 4.011 -0.473 4.153  0.392
H 2.796 -1.392 2.046  0.454
H 3.951 -0.668 1.160  0.385
Br -5.289 1.141 0.781  -0.193
C -5.397 1.763 -1.081  -0.524
C -3.937 1.848 -1.520  -0.303
Br -3.987 2.075 -3.507  -0.175
H -5.919 2.718 -1.140  0.392
H -5.820 0.923 -1.632  0.365
H -3.510 0.861 -1.345  0.006
H -3.440 2.766 -1.206  0.391

Energy above the lowest of the compared OMol25 structures with the same formula, charge and spin (kcal per mole): 17.7
Charge: 0
E_HOMO (eV): -10.4
HOMO-LUMO gap (eV): 10.27
SMILES string: C[N+](=O)[O-].BrCCBr.BrCCBr.BrCCBr


(8)
Density functional theory data (ωB97M-V with the def2-TZVPD basis set) for a structure of composition C7H15Cl2N2OP at a distorted geometry.

Each line ends with the Mulliken charge.
CARTESIAN COORDINATES (ANGSTROEM)
C -2.478 -1.014 -1.332  -0.834
C -1.945 -1.679 -0.104  -0.396
C -1.601 0.341 -1.506  -0.736
C -1.970 -0.734 1.134  -0.842
C -1.832 1.292 -0.299  -0.684
C 3.686 1.437 0.838  -0.562
C 3.297 -1.154 0.119  -0.541
N -1.390 0.631 0.882  0.999
N -0.763 1.223 1.816  -1.161
O 1.331 0.954 -0.439  -0.467
P 2.202 0.305 0.583  0.308
Cl 4.374 1.746 -0.739  -0.154
Cl 2.159 -2.378 0.016  -0.188
H -2.277 -1.637 -2.205  0.336
H -3.512 -0.855 -1.298  0.404
H -2.516 -2.485 0.152  0.400
H -0.938 -1.876 -0.280  0.183
H -0.585 0.061 -1.707  0.304
H -1.819 0.934 -2.390  0.436
H -3.067 -0.547 1.447  0.340
H -1.465 -1.207 1.869  0.490
H -1.103 2.042 -0.460  0.466
H -2.890 1.685 -0.429  0.287
H 3.569 2.404 1.379  0.369
H 4.324 0.695 1.417  0.277
H 4.127 -1.442 0.744  0.372
H 3.621 -0.912 -0.896  0.344
H -0.539 2.169 1.688  0.250

Energy above the lowest of the compared OMol25 structures with the same formula, charge and spin (kcal per mole): 94.2
Charge: 0
E_HOMO (alpha / beta) (eV): -8.4 / -6.4
HOMO-LUMO gap (alpha / beta) (eV): 9.08 / 4.66


(9)
Density functional theory data (ωB97M-V with the def2-TZVPD basis set) for a structure of composition C7H15Cl2NRe at a distorted geometry.

Each line ends with the Mulliken charge.
CARTESIAN COORDINATES (ANGSTROEM)
Re 2.407 -0.484 0.241  0.650
Cl 1.765 -2.020 1.766  -0.427
Cl 4.661 -0.564 0.144  -0.497
C -1.390 2.397 1.766  -0.762
H -1.109 3.452 1.886  0.281
H -1.326 1.747 2.649  0.265
C 1.456 -1.210 -1.186  -0.229
C -1.954 1.949 0.659  -0.209
H 1.745 -0.805 -2.186  0.220
C -2.271 0.502 0.274  -0.534
H -2.093 2.602 -0.249  0.236
C -1.310 -0.681 0.629  0.015
H -3.228 0.233 0.753  0.258
H -2.455 0.583 -0.832  0.276
C -1.140 -1.764 -0.453  -0.648
H -0.319 -0.410 1.008  0.061
H -1.818 -1.216 1.449  0.275
C 0.205 -2.041 -1.258  -0.724
H -1.425 -2.666 0.109  0.284
H -1.952 -1.639 -1.195  0.359
H 0.571 -3.033 -1.046  0.297
H -0.120 -2.092 -2.301  0.376
N 2.724 1.534 -0.547  -0.793
H 2.053 2.232 -0.190  0.316
H 3.681 1.848 -0.317  0.347
H 2.643 1.546 -1.571  0.307

Energy above the lowest of the compared OMol25 structures with the same formula, charge and spin (kcal per mole): 0.0
Charge: 0
E_HOMO (alpha / beta) (eV): -6.9 / -8.7
Expectation value of S²: 3.80
Spin multiplicity: 4
HOMO-LUMO gap (alpha / beta) (eV): 6.81 / 8.16


(10)
Density functional theory data (ωB97M-V with the def2-TZVPD basis set) for the ion C7H15ClN with charge +1 at a distorted geometry.

Each line ends with the Mulliken charge.
CARTESIAN COORDINATES (ANGSTROEM)
C -0.359 1.556 1.633  -1.373
C 0.180 0.882 0.365  0.898
C 1.011 -0.411 0.756  -2.036
C 0.572 -1.773 1.155  0.849
C 0.096 -2.792 0.022  -1.124
Cl 1.887 -2.560 1.895  -0.151
N -0.188 1.265 -0.779  0.064
C 0.324 0.391 -1.989  -0.999
C -1.278 2.195 -1.146  -0.823
H -0.129 0.875 2.495  0.357
H -1.478 1.577 1.582  0.391
H -0.117 2.555 1.791  0.416
H 1.718 -0.629 -0.031  0.676
H 1.617 -0.085 1.634  0.565
H -0.303 -1.850 1.859  0.307
H 0.424 -2.333 -0.960  0.307
H 0.398 -3.882 -0.012  0.355
H -1.033 -2.799 0.126  0.296
H -0.079 0.658 -2.939  0.381
H 0.090 -0.621 -1.599  0.225
H 1.318 0.442 -2.095  0.410
H -1.162 3.228 -0.827  0.318
H -2.137 1.709 -0.647  0.370
H -1.369 2.403 -2.289  0.322

Energy above the lowest of the compared OMol25 structures with the same formula, charge and spin (kcal per mole): 64.0
Charge: +1
E_HOMO (eV): -13.7
HOMO-LUMO gap (eV): 9.56
SMILES string: CC(C[C@@H](C)Cl)=[N+](C)C


no.,calculated total energy (eV)
1,-29151.7773
2,-50824.2034
3,-8172.9661
4,-13750.0105
5,-21056.8729
6,-76521.4712
7,-433339.2268
8,-46859.5816
9,-36165.1796
10,-21506.0656